(1)
Formula: C19H49F4I2O14S
Source: the OMol25 dataset
Level of theory: wB97M-V/def2-TZVPD

ORCA input file:
```
! wB97M-V def2-TZVPD RIJCOSX def2/J DEFGRID3
* xyz 1 1
I 2.5975 -0.3759 -0.3425
I 1.4965 4.0284 3.2743
S 0.0156 2.9493 1.7624
F -1.9328 2.7636 3.3675
F -2.1309 -0.1755 2.9939
F -0.3154 1.4269 3.9788
F -2.6649 1.2481 1.4097
O -8.4076 -0.8064 1.8031
O 12.2686 0.1848 1.7170
O -0.8848 -0.3796 -6.4967
O 5.2015 1.7330 0.6928
O -5.4233 0.1514 0.3136
O -10.6246 -1.5308 0.1822
O -1.2182 1.8695 -1.5532
O -2.4894 2.7812 -3.9016
O 1.8210 -0.9354 -5.7756
O 9.5364 0.3276 1.0824
O 6.9856 2.3431 -1.3636
O -1.9148 -4.2541 1.0837
O -0.4176 -4.9439 3.3757
O -6.0773 -2.6001 0.7715
C -1.7474 -5.4091 3.2037
C -1.6598 0.7199 2.1305
C 2.1454 1.0234 1.2298
C -1.0096 1.8863 2.9299
C -2.5453 -4.4458 2.3541
C 1.0434 1.9170 0.6611
C 0.2000 0.3722 -7.0170
C 6.5091 1.1537 0.6752
C 1.3622 0.3902 -6.0499
C 10.4601 1.2669 0.5502
C -4.6875 -0.9233 -0.2821
C -3.2299 2.5852 -2.6983
C -2.5726 1.5197 -1.8518
C -4.7475 -2.1687 0.5721
C -10.7053 -0.4770 1.1241
C 6.9961 1.0481 -0.7511
C 11.6398 1.4412 1.4829
C 1.8179 0.2467 2.5115
C -9.7525 -0.6969 2.2786
H -6.6180 -1.8056 0.8904
H -9.6908 -1.7634 0.0987
H -4.9305 0.4279 1.0948
H 0.5215 -0.0464 -7.9795
H -2.1957 -5.5023 4.1930
H -2.0193 -5.0639 0.5708
H -3.6498 -0.6142 -0.4306
H 2.2690 -1.2528 -6.5682
H -1.7380 -6.4017 2.7349
H -2.5889 0.5570 -2.3761
H -0.8645 2.2543 -2.3685
H 0.8552 -0.2973 2.4547
H 6.4467 0.1713 1.1416
H 3.0831 1.5892 1.3387
H 7.6977 2.8643 -0.9761
H 6.3068 0.4415 -1.3388
H -0.9457 0.2450 1.4394
H -11.7336 -0.4399 1.4852
H 1.7977 0.9239 3.3928
H -9.9711 -1.6442 2.7699
H -5.1535 -1.1077 -1.2500
H 0.3127 1.3639 0.0291
H 12.7368 -0.0810 0.9173
H 1.4695 2.7040 0.0021
H 12.3491 2.1733 1.0862
H 1.0421 0.8001 -5.0915
H -9.8368 0.1104 3.0119
H 10.0745 -0.3703 1.4825
H 7.9888 0.6009 -0.7902
H -4.2709 2.3239 -2.9084
H -3.5771 -4.7855 2.2261
H 11.2917 1.7828 2.4576
H 5.2211 2.4232 0.0142
H 10.8118 0.9274 -0.4330
H -4.1960 -2.9808 0.0972
H 7.1908 1.7731 1.2669
H -8.1263 0.0617 1.4896
H -0.1563 1.3881 -7.1908
H -3.2079 3.5422 -2.1765
H -10.4776 0.4814 0.6365
H 2.6177 -0.4910 2.7087
H -2.6176 2.0104 -4.4676
H 9.9348 2.2158 0.4191
H -0.1393 -4.6003 2.5168
H -0.5010 -1.1622 -6.0800
H -3.0924 1.4122 -0.9015
H -2.5561 -3.4631 2.8271
H 2.1772 1.0069 -6.4420
H -4.2790 -1.9572 1.5464
*
```

The value obtained for the frontier orbital gap is 6.01 eV. The value obtained for the total energy is -3199.3370 hartree.

(2)
Formula: C52H56ClCrO6PS2SbSi2
Source: the OMol25 dataset
Level of theory: wB97M-V/def2-TZVPD

ORCA input file:
```
! wB97M-V def2-TZVPD RIJCOSX def2/J DEFGRID3
* xyz -1 5
Sb 2.0912 2.0784 1.6287
Cr -0.1086 -0.8244 -0.4608
Cl -0.9251 -2.5307 -7.7752
S 1.0484 -3.8196 0.2734
S 1.5020 -0.3184 1.1055
P -1.8262 -2.3545 0.5356
Si -1.7904 0.9061 -2.3982
Si -1.7948 2.1405 0.4986
O 1.1131 -3.1653 1.5616
O 0.6235 -2.8876 -0.8259
O 2.1658 -4.6429 -0.0948
O 1.0053 -0.1347 -1.9215
O 2.2373 1.7117 -1.4309
O 2.8804 -1.0348 -3.5615
C 1.5638 -2.6252 -4.6241
C 2.1409 7.0944 1.4185
C -4.6331 -1.3064 3.4130
C 0.6700 -2.9825 -5.6204
C -2.6739 -4.9387 1.2252
C -2.7386 -1.8548 2.0299
C -1.4287 1.8267 2.3184
C 2.0708 -3.6185 -3.6140
C 2.1051 1.8495 3.7983
C 2.2450 4.3116 1.6541
C -4.7917 -2.9272 -3.0062
C 4.2165 1.7651 1.4703
C 2.9519 6.3524 0.5684
C -0.8727 3.6352 -0.1393
C 5.1034 2.7223 1.9631
C -0.3950 -4.8332 0.4916
C 6.4684 2.4636 2.0172
C 2.9941 4.9659 0.6788
C 4.7239 0.5479 1.0202
C -3.6201 2.6095 0.5247
C -3.6675 -3.7294 -2.8618
C 3.0298 0.2877 -3.0824
C -0.2973 -6.2111 0.5313
C 1.9702 -1.2891 -4.5389
C -2.8124 -3.5466 -1.7873
C -1.8888 -1.5131 3.0887
C -1.5405 -0.7137 -3.3275
C 2.0115 0.6734 -2.0325
C -3.7826 -0.9470 4.4503
C -1.5892 -4.1755 0.8201
C 2.6696 2.7066 5.9989
C 1.4113 5.0611 2.4834
C 2.2331 1.5274 6.5891
C -2.5758 -6.3245 1.2889
C 2.6061 2.8624 4.6181
C -4.1156 -1.7603 2.2048
C 0.1970 -2.0391 -6.5231
C 1.6869 0.6633 4.4034
C -1.3972 -6.9606 0.9296
C -0.7136 2.2469 -3.1297
C 6.0894 0.2893 1.0743
C -3.0632 -2.5603 -0.8298
C 6.9641 1.2424 1.5773
C -2.4085 -1.0640 4.2915
C 1.4832 -0.3465 -5.4341
C -1.5980 0.6385 -0.5601
C 1.7466 0.5052 5.7848
C 1.3662 6.4465 2.3743
C 0.5978 -0.7238 -6.4384
C -3.5462 1.4339 -2.8456
C -4.1678 -1.7277 -1.0146
C -5.0339 -1.9203 -2.0850
H 0.3256 -4.0079 -5.6849
H -5.7066 -1.2301 3.5381
H 0.8033 4.5669 3.2356
H 1.7289 -4.6242 -3.8572
H 0.2152 0.0093 -7.1372
H -1.2189 3.2144 -3.0474
H -1.3295 -8.0408 0.9789
H 2.9604 3.7910 4.1846
H 1.7689 0.6918 -5.3628
H -3.4327 -6.9070 1.6086
H 4.0113 0.3487 -2.6208
H -0.5435 2.0465 -4.1934
H -1.0727 -0.5322 -4.2979
H 3.1612 -3.6132 -3.5718
H -5.4586 -3.0684 -3.8484
H 8.0265 1.0352 1.6318
H 0.0939 3.3674 -0.5779
H -3.6746 1.3884 -3.9355
H -2.3608 1.6348 2.8613
H -0.6912 4.3492 0.6672
H 3.6227 4.3937 0.0023
H 1.3293 -0.1570 3.7883
H -3.4516 -4.4987 -3.5926
H -5.8873 -1.2640 -2.2065
H 7.1433 3.2164 2.4096
H -4.3618 -0.9120 -0.3307
H -4.1924 -0.5724 5.3803
H -2.4948 -1.2141 -3.4984
H -0.7744 0.9609 2.4531
H 0.7211 7.0200 3.0302
H 2.1090 8.1738 1.3336
H 1.7226 -3.3567 -2.6099
H 6.4660 -0.6659 0.7269
H 4.0486 -0.2086 0.6383
H -3.7659 3.5374 1.0912
H -4.0399 2.7521 -0.4738
H 0.2527 2.3363 -2.6325
H 2.9885 1.0276 -3.8788
H -4.3008 0.7849 -2.3885
H 1.4122 -0.4266 6.2290
H -3.6082 -4.4553 1.4883
H 3.5472 6.8535 -0.1866
H 0.6478 -6.6755 0.2750
H -1.7366 -0.7807 5.0930
H -1.4639 4.1388 -0.9126
H 2.2807 1.4042 7.6648
H -4.1976 1.8185 1.0219
H -0.8837 -1.4264 -2.8178
H 4.7341 3.6792 2.3152
H -0.9406 2.6861 2.7914
H 3.0611 3.5109 6.6120
H -0.8127 -1.6014 2.9535
H -4.7950 -2.0552 1.4172
H -3.7486 2.4622 -2.5301
H -1.9361 -4.1760 -1.6943
H -2.4878 0.0569 -0.2730
*
```

The value obtained for the frontier orbital gap (alpha / beta) is 5.78 / 7.46 eV. Its expectation value of S² is 6.107. The value obtained for the total energy is -5928.3650 hartree.

(3)
Formula: C6H10O
Source: the OMol25 dataset
Level of theory: wB97M-V/def2-TZVPD

ORCA input file:
```
! wB97M-V def2-TZVPD RIJCOSX def2/J DEFGRID3
* xyz 0 1
O 2.3602 -0.1191 0.9824
C 2.5036 0.2031 -0.3995
C 0.1673 -1.0976 -0.0468
C -2.3843 -0.1607 0.1224
C 0.0870 1.0446 0.4551
C 1.1894 0.0117 0.2091
C -0.9037 0.0266 -0.1743
H -2.8303 -0.5448 -0.8061
H -1.0251 0.2903 -1.2161
H 0.0796 -1.7775 0.8124
H -2.5788 -0.8625 0.9261
H 0.3021 -1.6936 -0.9529
H 0.1541 1.9776 -0.1100
H -2.8833 0.7976 0.3098
H 2.9375 -0.5836 -1.0187
H -0.0360 1.2760 1.5173
H 2.8610 1.2120 -0.6102
*
```

The value obtained for the frontier orbital gap is 11.03 eV. The value obtained for the total energy is -309.7788 hartree. The energy above the lowest of the compared OMol25 structures with the same formula, charge and spin comes out at 167.0 kJ/mol. As for the structure (SMILES): C[C@H]1C[C@]2(CO2)C1.

(4)
Formula: C12H24ClI2MnN2OP2
Source: the OMol25 dataset
Level of theory: wB97M-V/def2-TZVPD

ORCA input file:
```
! wB97M-V def2-TZVPD RIJCOSX def2/J DEFGRID3
* xyz 3 4
I 0.2248 2.2496 -5.9967
I -0.2932 3.9922 -4.2574
Mn -0.0148 0.1093 -1.2102
Cl -0.0037 -1.5908 -2.8841
P -2.3273 -0.0055 -1.3164
P 2.2991 0.0188 -1.3118
O -0.0862 -1.7096 5.5228
N 0.1386 0.4662 5.8907
N -0.0099 -0.2086 0.7751
C -0.1095 -1.5750 2.7292
C 0.1207 0.8217 2.9285
C 2.9893 -1.6354 -0.9342
C 2.9766 0.3845 -2.9739
C -0.1162 -1.4406 1.3357
C -3.0052 0.3501 -2.9805
C 0.0111 -0.4346 3.5533
C 0.0189 -0.5898 5.0442
C -3.2870 1.1045 -0.2193
C -3.0012 -1.6660 -0.9370
C 0.1061 0.9073 1.5392
C 3.2451 1.1367 -0.2107
H 4.3233 1.0031 -0.3470
H 0.2167 1.7431 3.4801
H -2.7634 -1.9231 0.0986
H 4.0635 0.2496 -2.9964
H 4.0747 -1.6539 -1.0810
H 0.1393 0.3105 6.9099
H 2.7541 -1.8958 0.1011
H -2.5187 -0.3196 -3.6943
H -4.0905 0.2026 -3.0054
H 2.4996 -0.2899 -3.6896
H -2.5135 -2.3881 -1.5970
H -4.3635 0.9615 -0.3594
H -3.0256 0.8991 0.8223
H -4.0864 -1.6954 -1.0837
H -3.0269 2.1438 -0.4381
H -2.7685 1.3822 -3.2526
H -0.2084 -2.3129 0.7032
H 2.7285 1.4141 -3.2453
H -0.1976 -2.5650 3.1580
H 2.9767 2.1737 -0.4300
H 2.9817 0.9285 0.8299
H 0.2325 1.4359 5.5665
H 2.5085 -2.3614 -1.5949
H 0.1895 1.8733 1.0585
*
```

The value obtained for the frontier orbital gap (alpha / beta) is 4.87 / 3.25 eV. Its expectation value of S² is 3.841. The value obtained for the total energy is -3544.6323 hartree.